# 1
Here is a molecular structure, CH5OPS in a non-equilibrium geometry from the OMol25 dataset. Energies are from wB97M-V/def2-TZVPD.

Last column: Löwdin charge in e.
Element x y z (Å)
P  1.2903  -1.2616  0.0991  0.5532
H  1.1241  -0.7527  1.8448  -0.0099
H  -1.3686  0.3384  0.6591  0.1192
C  -0.9698  0.0357  -0.3939  -0.1827
H  -0.2464  0.8088  -0.8575  0.0230
S  2.1582  0.6944  -0.3981  0.2845
O  -0.2765  -1.2384  -0.3059  -0.6177
H  2.5306  0.8999  0.8574  -0.2305
H  -1.6648  -0.2080  -1.1598  0.0608

Values from the calculation:
Gap between HOMO and LUMO ... 9.42 eV
Energy relative to the best compared isomer or geometry (same formula, charge and spin) ... 48.0 kcal/mol
2S+1 ... 1
Charge ... 0
LUMO energy ... 0.41 eV
HOMO ... -9.01 eV

***

# 2
Here is a single CH5BOS molecule in a non-equilibrium geometry from the OMol25 dataset. Energies are from wB97M-V/def2-TZVPD.

Last column: Löwdin charge in e.
Element x y z (Å)
O  0.1038  1.3364  -1.0900  0.1423
C  -0.0864  -0.8506  0.4514  -0.5049
H  -1.8946  0.2711  -0.6855  0.1005
H  -0.4587  1.7861  -1.7317  0.1118
B  -0.5761  0.4334  -0.4496  -0.4070
H  1.9774  0.5619  1.0458  -0.1627
H  -0.6210  -1.0791  1.3920  0.0371
S  1.5702  -0.7063  1.2070  0.6430
H  -0.0147  -1.7530  -0.1395  0.0399

Values from the calculation:
Gap between HOMO and LUMO ... 9.14 eV
Energy relative to the best compared isomer or geometry (same formula, charge and spin) ... 28.2 kcal/mol
2S+1 ... 1
Charge ... 0
LUMO energy ... 0.39 eV
HOMO ... -8.75 eV

***

# 3
Here is a gas-phase ion, C6H9N2 (charge +1) in a non-equilibrium geometry from the OMol25 dataset. Energies are from wB97M-V/def2-TZVPD.

Last column: Löwdin charge in e.
Element x y z (Å)
H  -0.2011  -2.3168  0.2602  0.1981
C  -1.4428  0.2213  0.6403  -0.1641
N  -0.0410  -0.1370  0.3779  -0.0621
C  0.7592  0.8170  -0.0761  -0.0834
H  2.2618  -2.0274  -0.3647  0.1738
C  -2.1823  0.0810  -0.6819  -0.0631
H  -1.4276  1.3149  1.0718  0.1749
H  -3.2935  0.3983  -0.6305  0.1332
C  1.9262  0.0585  -0.5360  -0.0521
H  2.5207  2.2446  -0.3586  0.1338
H  -1.9573  -0.5069  1.3215  0.1377
C  0.3776  -1.3679  0.0976  0.0079
N  1.6493  -1.2449  -0.2689  0.1545
C  2.1507  1.3531  0.2357  0.0712
H  -1.6390  0.7637  -1.3287  0.0835
H  2.6806  1.2353  1.2104  0.1240
H  -2.1417  -0.8868  -0.9700  0.0321

Values from the calculation:
Gap between HOMO and LUMO ... 9.86 eV
Energy relative to the best compared isomer or geometry (same formula, charge and spin) ... 118.7 kcal/mol
2S+1 ... 1
Charge ... +1
LUMO energy ... -4.25 eV
HOMO ... -14.12 eV

***

- LUMO energy of number 2 (CH5BOS)?
  0.39 eV

***

Please write out number 1 again, unchanged.
Here is a molecular structure, CH5OPS in a non-equilibrium geometry from the OMol25 dataset. Energies are from wB97M-V/def2-TZVPD.

Last column: Löwdin charge in e.
Element x y z (Å)
P  1.2903  -1.2616  0.0991  0.5532
H  1.1241  -0.7527  1.8448  -0.0099
H  -1.3686  0.3384  0.6591  0.1192
C  -0.9698  0.0357  -0.3939  -0.1827
H  -0.2464  0.8088  -0.8575  0.0230
S  2.1582  0.6944  -0.3981  0.2845
O  -0.2765  -1.2384  -0.3059  -0.6177
H  2.5306  0.8999  0.8574  -0.2305
H  -1.6648  -0.2080  -1.1598  0.0608

Values from the calculation:
Gap between HOMO and LUMO ... 9.42 eV
Energy relative to the best compared isomer or geometry (same formula, charge and spin) ... 48.0 kcal/mol
2S+1 ... 1
Charge ... 0
LUMO energy ... 0.41 eV
HOMO ... -9.01 eV

***

- What is the energy relative to the best compared isomer or geometry (same formula, charge and spin) in the first record?
  48.0 kcal/mol